Entry 1:
A molecular structure, C4H48FInNO24 at a distorted geometry, computed with wB97M-V/def2-TZVPD.

Structure (XYZ):
```
79
C4H48FInNO24 | the OMol25 dataset | wB97M-V/def2-TZVPD
In -5.49792 3.00896 1.02050
F -0.47541 4.51231 0.47750
O -5.69024 -0.24090 -8.89220
O 5.28682 0.89585 -4.35344
O 1.34211 -2.55191 -0.22346
O -8.71705 6.66440 2.24633
O 3.74556 -6.67673 2.25239
O -3.07547 0.90003 4.14080
O 4.57084 -2.22678 1.44601
O -5.42635 -2.38000 -6.94292
O 8.01414 2.72619 -4.02065
O -0.28170 2.83987 2.04826
O 4.31849 -7.03773 -0.48832
O 3.68222 -0.61983 -1.10497
O 3.26812 1.95362 -2.56336
O 1.01432 0.42614 7.89548
O 1.12394 0.20330 0.04941
O 1.35375 -2.47524 3.61584
O 2.26872 3.45182 0.29727
O -5.48891 -0.04369 -1.92680
O 1.72874 0.41014 4.64222
O -0.95722 -0.32032 6.03041
O -2.64148 1.96909 0.15568
O 5.26873 -2.10045 -3.69304
O -5.72147 -2.69262 -3.78711
O 4.52684 -4.35726 -2.35457
N -2.45270 3.75462 1.82152
C -5.93610 5.14181 1.73498
C -5.98195 6.42588 1.88104
C -1.04103 3.66243 1.47636
C -3.20808 2.79058 0.91579
H -5.92063 -2.25308 -6.12007
H 2.60421 1.51310 -2.01523
H 4.84522 0.04326 -4.46367
H 1.53767 0.90247 7.23578
H -2.44087 0.69201 4.83907
H 8.58413 2.19226 -3.45472
H -4.96154 0.42572 -2.58531
H 4.76964 -1.92627 -2.88450
H 4.88558 -7.57227 0.07970
H 1.53347 3.43497 0.92428
H 4.40433 -5.04613 -1.68679
H -5.79625 7.55126 1.89886
H -2.55090 1.37087 3.48183
H 3.62933 -4.14830 -2.64258
H 5.14838 -2.75527 2.00956
H -6.23262 2.78887 -0.59076
H 0.94753 -2.72390 2.77450
H -5.86117 -2.14152 -3.00308
H 4.41950 -6.03435 2.50558
H -6.16201 1.92466 2.28518
H 2.00587 -0.32171 4.07306
H 2.93954 -6.15112 2.17424
H 4.30970 -0.80022 -0.39038
H 3.78563 2.47134 -1.93184
H 7.14127 2.32318 -3.91976
H -4.77904 -2.59802 -3.97325
H 1.38420 1.06880 4.02488
H 3.70084 -2.63501 1.55227
H -9.36260 7.37824 2.33069
H -0.19557 -0.89277 5.88764
H 1.65117 0.20957 8.58710
H 5.51689 -3.03022 -3.61630
H -5.78720 -0.96282 -8.25271
H -6.59527 -0.04071 -9.15902
H 0.30860 0.72182 0.10393
H 1.96248 -2.93977 -0.85189
H -2.62496 3.41572 2.78991
H 0.62994 -2.53592 4.25155
H 4.21854 -0.18799 -1.78520
H 1.86876 3.15602 -0.53012
H -5.15613 -3.30541 -6.91250
H 1.57598 -1.60867 -0.21609
H -4.85729 -0.24841 -1.22489
H -9.21815 5.86816 2.46358
H -0.57453 0.48971 6.38683
H 3.44609 -7.43689 -0.38821
H 1.82421 0.84970 0.21301
H 4.57776 1.49150 -4.07111
```

The lowest unoccupied orbital energy is 1.04 eV. As for the net charge: -1. Its multiplicity is 1.


Entry 2:
A molecular structure, C4H4AuCl2InN2O4 at a distorted geometry, computed with wB97M-V/def2-TZVPD.

Structure (XYZ):
```
18
C4H4AuCl2InN2O4 | the OMol25 dataset | wB97M-V/def2-TZVPD
Au 0.60285 -0.22314 -0.48321
In 0.07882 -0.74989 -3.10809
Cl -1.32877 1.09793 -2.60001
Cl 2.11363 0.29403 -2.24291
O -1.20626 -1.46135 1.60672
O -0.20410 1.24383 -7.42811
O -0.11715 0.70672 2.25916
O 0.80328 -1.22950 -6.45277
N -0.73218 0.96579 4.42232
N 0.51358 -0.86802 3.82096
C -0.09553 1.33900 -6.27847
C 0.41846 -0.60904 -5.54595
C -0.42781 -0.75374 1.10883
C -0.08989 0.28108 3.45948
H -1.18929 1.82930 4.16967
H -0.80113 0.59541 5.36145
H 0.63407 -1.07023 4.80356
H 1.02741 -1.38817 3.12737
```

Its energy above the lowest of the compared OMol25 structures with the same formula, charge and spin is 148.82 kJ/mol. The lowest unoccupied orbital energy (spin up / spin down) is -18.34 / -20.06 eV. As for the net charge: +4. Its multiplicity is 3.


Entry 3:
A molecular structure, C4H4Br4 at a distorted geometry, computed with wB97M-V/def2-TZVPD.

Structure (XYZ):
```
12
C4H4Br4 | the OMol25 dataset | wB97M-V/def2-TZVPD
Br 1.07186 -1.54794 1.15597
Br -3.35824 0.91664 0.93515
Br -0.93900 1.75727 -1.35652
Br -0.87489 1.21529 2.89862
C -1.69696 0.22550 1.49669
C 0.65575 -0.31344 -0.30043
C -0.43346 0.42133 -0.14946
C 1.67133 -0.43243 -1.41748
H 1.86171 0.55163 -1.68432
H -1.80479 -0.90210 1.78747
H 1.28561 -0.97683 -2.31607
H 2.56108 -0.91491 -1.04963
```

Its energy above the lowest of the compared OMol25 structures with the same formula, charge and spin is 160.77 kJ/mol. The lowest unoccupied orbital energy is 0.07 eV. As for the net charge: 0. Its multiplicity is 1.


Entry 4:
C4H4BrClN2 in the gas phase at a distorted geometry, computed with wB97M-V/def2-TZVPD.

Structure (XYZ):
```
12
C4H4BrClN2 | the OMol25 dataset | wB97M-V/def2-TZVPD
Br -2.51804 0.92286 0.15871
Cl -1.41236 -2.74286 -0.23443
N -0.70933 0.71512 -0.10733
N 1.30938 -0.14065 -0.25370
C -0.24132 -1.76542 0.66126
C 0.12032 1.72703 -0.48808
C 0.03954 -0.40263 0.05991
C 1.36400 1.15587 -0.61470
H 2.24705 1.80805 -0.77967
H -0.29513 2.70355 -0.61974
H -0.71199 -1.82196 1.58786
H 0.80788 -2.15896 0.62990
```

Its energy above the lowest of the compared OMol25 structures with the same formula, charge and spin is 56.23 kJ/mol. The lowest unoccupied orbital energy is -0.19 eV. As for the net charge: 0. Its multiplicity is 1. As for the structure (SMILES): ClCc1nccn1Br.


Entry 5:
C4H4BrNO3 in the gas phase at a distorted geometry, computed with wB97M-V/def2-TZVPD.

Structure (XYZ):
```
13
C4H4BrNO3 | the OMol25 dataset | wB97M-V/def2-TZVPD
Br 0.90290 3.25921 1.46812
O 0.80198 -0.50625 -1.70643
O -1.95422 -0.72652 0.64661
O -1.79610 2.11040 1.74776
N -0.74920 1.83691 1.15448
C -0.96108 -0.34192 0.04003
C -0.27228 0.98748 0.39922
C 1.20670 -1.36060 -0.67810
C -0.24518 -1.10608 -0.98012
H -0.83315 -1.78186 -1.64708
H 1.65196 -2.42389 -0.84883
H 1.50667 -0.91502 0.22133
H 0.74100 0.96815 0.18299
```

Its energy above the lowest of the compared OMol25 structures with the same formula, charge and spin is 319.60 kJ/mol. The lowest unoccupied orbital energy (spin up / spin down) is -1.77 / -1.77 eV. As for the net charge: 0. Its multiplicity is 1. As for the structure (SMILES): O=C(/C=[N+](\[O-])Br)[C@@H]1CO1.


Entry 6:
A molecular structure, C4H4CaO at a distorted geometry, computed with wB97M-V/def2-TZVPD.

Structure (XYZ):
```
10
C4H4CaO | the OMol25 dataset | wB97M-V/def2-TZVPD
Ca -3.26497 -0.47089 -1.19099
O -1.93495 0.35741 0.13102
C 1.60642 -0.10100 0.28603
C 2.80819 0.11176 0.17159
C -0.70045 0.68147 0.38846
C 0.27587 -0.17092 0.80541
H 3.76639 0.60215 0.20285
H -0.02935 -1.10962 1.27762
H -0.38945 1.69930 0.09951
H -2.13770 -1.59967 -2.17151
```

The lowest unoccupied orbital energy is -1.24 eV. As for the net charge: 0. Its multiplicity is 1.


Entry 7:
4 unconnected molecules or ions with the total composition C4H4Cl12, computed with wB97M-V/def2-TZVPD.

Structure (XYZ):
```
20
C4H4Cl12 | the OMol25 dataset | wB97M-V/def2-TZVPD
Cl -7.82258 20.47282 8.29056
Cl -7.78942 9.13444 4.11573
Cl -6.80363 19.13665 12.02530
Cl -7.34539 11.75075 5.22121
Cl -7.50636 16.26095 7.70926
Cl -10.59632 20.38198 7.43738
Cl -5.28552 14.38713 7.91405
Cl -9.81588 19.45310 10.09919
Cl -7.83828 13.78281 9.19962
Cl -7.06065 16.26078 11.82488
Cl -8.78291 11.46156 2.68623
Cl -4.91211 17.58127 10.41779
C -9.32459 19.58758 8.41851
C -6.57454 17.73010 10.97698
C -7.01470 14.53408 7.82737
C -7.46729 10.81904 3.73156
H -7.40454 14.06470 6.93481
H -6.57518 10.90824 3.12876
H -7.22198 17.85996 10.12076
H -9.20223 18.59037 8.01808
```

Its energy above the lowest of the compared OMol25 structures with the same formula, charge and spin is 18.10 kJ/mol. The lowest unoccupied orbital energy is 0.39 eV. As for the net charge: 0. Its multiplicity is 1. As for the structure (SMILES): ClC(Cl)Cl.ClC(Cl)Cl.ClC(Cl)Cl.ClC(Cl)Cl.


Entry 8:
A molecular structure, C4H4Cl12 at a distorted geometry, computed with wB97M-V/def2-TZVPD.

Structure (XYZ):
```
20
C4H4Cl12 | the OMol25 dataset | wB97M-V/def2-TZVPD
Cl 17.97210 -16.45535 -1.72081
Cl 16.18369 -16.98124 0.31840
Cl 16.92114 -19.21100 0.43535
Cl 16.80008 -17.74265 3.09661
Cl 16.02459 -22.52032 -1.21352
Cl 14.28141 -20.47072 0.03246
Cl 19.11741 -18.54472 -1.31543
Cl 16.49991 -18.06606 -2.32077
Cl 19.97018 -14.39459 -1.91852
Cl 17.42075 -13.87336 -3.14309
Cl 16.53773 -21.54836 1.64442
Cl 14.49811 -16.04704 2.68039
C 17.50378 -18.14975 -0.84385
C 16.14891 -16.44744 2.05303
C 18.62808 -15.14531 -2.79258
C 15.95150 -21.19954 -0.02638
H 17.52014 -17.15819 -0.39148
H 16.47399 -20.37980 -0.51946
H 19.03324 -15.51693 -3.73377
H 16.78591 -15.56339 2.08129
```

Its energy above the lowest of the compared OMol25 structures with the same formula, charge and spin is 1364.00 kJ/mol. The lowest unoccupied orbital energy is -0.21 eV. As for the net charge: 0. Its multiplicity is 1.


Record order is preserved below.
E: -63446.6132 -49239.1023 -284379.9911 -89756.5769 -81882.3504 -24694.7135 -154481.6049 -154467.6556 eV